(1)
{
  "formula": "C26H22BrN4O2Se2Ti",
  "method": "wB97M-V/def2-TZVPD",
  "e_above_lowest_kj_mol": 3.9,
  "charge": 3,
  "lumo_ev": -10.70,
  "homo_energy_ha": -0.567,
  "gap_ev": 4.72,
  "symbols": ["Ti", "O", "C", "C", "C", "C", "C", "C", "C", "O", "N", "N", "C", "C", "Br", "C", "C", "C", "C", "C", "C", "C", "H", "H", "H", "H", "H", "H", "H", "H", "H", "H", "H", "H", "H", "H", "Se", "Se", "C", "C", "C", "C", "C", "N", "C", "C", "C", "C", "C", "N", "H", "H", "H", "H", "H", "H", "H", "H"],
  "xyz": [[-0.77423, 0.98518, 0.31816], [2.77939, 0.39340, 4.83214], [1.54969, -0.16557, 4.90517], [1.27511, -0.87752, 6.07399], [0.05935, -1.50574, 6.23754], [-0.91307, -1.44015, 5.24081], [-0.64889, -0.73622, 4.08618], [0.57634, -0.08722, 3.90401], [0.84809, 0.64416, 2.62469], [-0.34578, 1.08968, 1.98390], [1.52040, -0.19237, 1.62978], [0.90980, -0.12226, 0.37552], [1.51799, -0.80297, -0.58629], [1.11343, -0.83648, -1.91706], [-0.39908, 0.26769, -2.27560], [1.82213, -1.56389, -2.86301], [1.72230, -1.77227, -4.25004], [0.70633, -1.26410, -5.10043], [0.73684, -1.53414, -6.44468], [1.76974, -2.30932, -6.98470], [2.77622, -2.82611, -6.17424], [2.75173, -2.56673, -4.82411], [2.92516, 0.93104, 4.04955], [2.03840, -0.91783, 6.83864], [-0.13981, -2.04952, 7.15061], [-1.86785, -1.92694, 5.38033], [-1.40844, -0.66200, 3.31516], [1.42028, 1.56623, 2.78795], [1.68666, -1.14039, 1.95218], [2.40877, -1.36633, -0.31775], [2.65894, -2.08745, -2.40474], [-0.10867, -0.67455, -4.70992], [-0.03852, -1.15284, -7.09411], [1.78040, -2.51271, -8.04771], [3.56593, -3.42745, -6.60175], [3.52924, -2.96711, -4.18513], [-2.83161, 2.81223, -0.92548], [-3.28770, 2.05544, 1.26973], [-3.46436, 0.18102, 0.82579], [-4.63292, -0.51233, 1.05380], [-4.64326, -1.87773, 0.77456], [-3.50111, -2.47987, 0.26628], [-2.37267, -1.70855, 0.05559], [-2.35187, -0.39976, 0.34590], [-1.15122, 3.70597, -0.58595], [-0.98148, 5.04398, -0.86903], [0.29509, 5.58454, -0.71999], [1.33465, 4.77293, -0.28982], [1.07865, 3.44006, -0.02258], [-0.14352, 2.91343, -0.18572], [-5.51031, -0.00640, 1.43309], [-5.54110, -2.45812, 0.94311], [-3.48085, -3.53487, 0.03282], [-1.46037, -2.13528, -0.34215], [-1.81748, 5.65159, -1.18753], [0.46748, 6.63161, -0.93223], [2.33387, 5.16367, -0.16035], [1.85775, 2.76723, 0.31509]],
  "mulliken_charge": [-0.215, -0.580, 0.608, -0.703, -0.479, -0.860, -0.352, 0.322, 0.442, -0.255, -0.562, 0.476, -0.217, 0.223, 0.077, -0.383, 1.428, -0.305, -0.993, -0.291, -0.801, -0.423, 0.310, 0.476, 0.418, 0.443, 0.273, 0.197, 0.410, 0.470, 0.251, 0.231, 0.430, 0.427, 0.431, 0.399, 0.043, -0.001, 0.275, -0.724, -0.313, -0.880, -0.094, 0.709, 0.398, -0.815, -0.221, -0.978, -0.080, 0.461, 0.508, 0.476, 0.483, 0.445, 0.501, 0.463, 0.465, 0.555]
}

(2)
{
  "formula": "C26H22ClO5PV",
  "method": "wB97M-V/def2-TZVPD",
  "e_above_lowest_kj_mol": 62.7,
  "lumo_ev": [0.19, 0.06],
  "homo_energy_ha": [-0.280, -0.291],
  "s_squared": 3.77,
  "spin_multiplicity": 4,
  "gap_ev": [7.80, 7.98],
  "symbols": ["V", "O", "C", "O", "C", "C", "C", "C", "C", "O", "C", "C", "O", "O", "H", "H", "H", "H", "H", "H", "H", "H", "Cl", "C", "C", "C", "C", "C", "C", "P", "C", "C", "C", "C", "C", "C", "C", "C", "C", "C", "C", "C", "H", "H", "H", "H", "H", "H", "H", "H", "H", "H", "H", "H", "H", "H"],
  "xyz": [[1.48739, -1.09485, -0.16408], [5.31019, -1.98823, -0.02892], [4.16147, -1.63534, 0.15097], [3.10489, -2.13814, -0.42623], [3.78417, -0.57001, 1.17686], [3.01470, -1.28652, 2.32557], [3.21233, -0.48376, 3.60641], [2.50439, 0.83300, 3.21393], [1.78464, 0.43454, 1.90869], [1.61705, -1.01986, 2.01862], [2.66407, 0.38127, 0.67045], [2.42368, -0.64997, -2.13041], [3.31044, 0.08046, -2.31948], [1.47640, -1.35722, -2.28779], [4.69043, -0.08242, 1.53754], [3.18390, -2.35811, 2.39880], [4.26606, -0.36123, 3.84708], [2.71207, -0.97342, 4.44263], [3.20526, 1.64383, 3.02056], [1.79960, 1.16227, 3.97803], [0.81926, 0.91889, 1.79479], [3.01395, 1.33711, 0.28353], [0.01989, -3.21794, -0.21303], [-1.62450, -2.69440, -0.41580], [-2.62233, -3.65763, -0.45738], [-3.93863, -3.26653, -0.61932], [-4.25847, -1.92058, -0.74326], [-3.25551, -0.96916, -0.70154], [-1.92081, -1.34089, -0.53620], [-0.58924, -0.06837, -0.47976], [-0.67821, 0.63891, -2.16470], [-1.30580, -0.01959, -3.21956], [-1.18849, 0.46644, -4.51287], [-0.44089, 1.60635, -4.76682], [0.19515, 2.26327, -3.72373], [0.08847, 1.77511, -2.43163], [-1.44715, 1.14843, 0.58893], [-1.69092, 0.71489, 1.89560], [-2.29738, 1.55250, 2.81368], [-2.65612, 2.84262, 2.44080], [-2.41585, 3.27830, 1.14829], [-1.81115, 2.43710, 0.22201], [-2.36113, -4.70364, -0.36373], [-4.71689, -4.01743, -0.64763], [-5.28919, -1.61652, -0.86893], [-3.49657, 0.08152, -0.80243], [-1.88049, -0.91787, -3.03917], [-1.67798, -0.05405, -5.32594], [-0.34037, 1.97433, -5.77968], [0.78558, 3.14870, -3.92057], [0.62213, 2.26138, -1.62203], [-1.40015, -0.29076, 2.18357], [-2.48863, 1.20460, 3.82070], [-3.11804, 3.50624, 3.16001], [-2.70273, 4.28000, 0.85448], [-1.64396, 2.78242, -0.78994]],
  "mulliken_spin": [2.888, 0.014, 0.007, -0.011, -0.001, 0.025, -0.001, 0.012, 0.049, -0.020, -0.146, 0.031, 0.092, 0.031, 0.003, -0.008, 0.000, 0.000, 0.000, -0.002, -0.019, -0.007, -0.002, -0.022, 0.002, 0.000, 0.001, -0.006, 0.021, -0.063, 0.032, 0.009, 0.002, 0.000, 0.005, 0.030, 0.038, 0.010, 0.005, 0.000, 0.002, -0.001, 0.000, 0.000, 0.000, 0.000, 0.001, 0.000, 0.000, 0.000, -0.009, 0.007, 0.000, 0.000, 0.000, 0.001]
}

(3)
{
  "formula": "C26H22FNO11S",
  "method": "wB97M-V/def2-TZVPD",
  "e_above_lowest_kj_mol": 0.0,
  "lumo_ev": -1.61,
  "homo_energy_ha": -0.364,
  "gap_ev": 8.29,
  "symbols": ["O", "C", "C", "C", "C", "O", "C", "C", "H", "H", "H", "H", "O", "C", "C", "C", "C", "O", "C", "C", "H", "H", "H", "H", "O", "C", "C", "C", "C", "O", "C", "C", "H", "H", "H", "H", "O", "C", "C", "C", "C", "O", "C", "C", "H", "H", "H", "H", "C", "O", "C", "N", "S", "O", "O", "F", "H", "H", "H", "H", "H", "H"],
  "xyz": [[-1.37138, -2.39283, 6.32440], [-0.47731, -1.89623, 5.67221], [-0.76933, -0.95110, 4.56559], [0.19999, -0.40564, 3.84400], [1.62401, -0.72807, 4.11449], [2.51338, -0.25208, 3.43873], [1.92020, -1.64780, 5.24006], [0.94671, -2.18778, 5.96312], [-1.81590, -0.73963, 4.38493], [-0.00128, 0.28402, 3.03425], [2.96705, -1.85014, 5.42717], [1.13596, -2.86381, 6.78691], [1.47123, -5.37079, -1.65340], [1.31294, -4.99090, -0.51423], [1.50855, -3.56916, -0.13333], [1.32858, -3.16251, 1.11940], [0.91883, -4.10425, 2.18302], [0.73939, -3.72472, 3.32343], [0.73352, -5.52956, 1.81140], [0.91553, -5.94091, 0.56012], [1.79218, -2.89600, -0.92873], [1.46377, -2.12975, 1.41683], [0.43998, -6.19741, 2.61142], [0.78259, -6.97217, 0.25860], [0.20507, -1.35546, -1.74058], [-0.01269, -0.24145, -2.17022], [0.18852, 0.07714, -3.60594], [-0.04682, 1.29849, -4.07716], [-0.51695, 2.38918, -3.18713], [-0.72681, 3.50429, -3.61494], [-0.71183, 2.06832, -1.75054], [-0.48142, 0.84753, -1.27555], [0.53890, -0.73033, -4.23487], [0.09611, 1.55539, -5.11818], [-1.05017, 2.88344, -1.12274], [-0.62169, 0.59448, -0.23279], [2.43328, 0.48486, -5.88609], [3.37545, 1.24668, -5.82700], [3.74549, 1.91218, -4.55253], [4.77501, 2.75119, -4.48694], [5.59863, 3.05534, -5.68596], [6.53727, 3.81760, -5.62685], [5.22713, 2.38733, -6.96041], [4.19725, 1.54872, -7.02532], [3.13080, 1.67305, -3.69382], [5.06563, 3.25023, -3.57136], [5.84240, 2.62562, -7.81855], [3.90581, 1.04891, -7.94025], [-6.92592, 3.36336, 1.83954], [-6.07056, 2.23771, 1.90067], [-5.38762, 2.12503, 3.11582], [-4.27697, 1.20567, 2.98035], [-3.02113, 1.51095, 1.97250], [-1.93554, 2.01909, 2.73866], [-2.81606, 0.35836, 1.16524], [-3.47648, 2.67647, 1.05594], [-7.82095, 3.21854, 2.45184], [-7.21343, 3.48527, 0.79834], [-6.40475, 4.26944, 2.16744], [-5.01370, 3.09449, 3.46338], [-6.03703, 1.71168, 3.89402], [-4.57340, 0.25044, 2.81158]],
  "mulliken_charge": [-0.580, 0.206, -0.302, 0.066, 0.255, -0.595, -0.399, -0.435, 0.426, 0.500, 0.439, 0.406, -0.558, 0.252, -0.400, 0.055, 0.379, -0.372, -0.462, -0.407, 0.441, 0.259, 0.434, 0.401, -0.496, 0.264, -0.306, -0.537, 0.279, -0.567, -0.452, -0.140, 0.453, 0.454, 0.504, 0.511, -0.504, 0.444, -0.115, -0.462, 0.313, -0.536, -0.404, -0.413, 0.461, 0.416, 0.399, 0.415, -0.726, -0.268, -0.649, -0.254, 1.281, -0.584, -0.608, -0.200, 0.302, 0.240, 0.316, 0.417, 0.401, 0.341]
}

(4)
{
  "formula": "C26H22N2O7",
  "method": "wB97M-V/def2-TZVPD",
  "e_above_lowest_kj_mol": 0.0,
  "lumo_ev": 0.57,
  "homo_energy_ha": -0.289,
  "gap_ev": 8.44,
  "symbols": ["C", "O", "C", "C", "C", "C", "N", "N", "C", "C", "O", "C", "O", "C", "C", "C", "C", "C", "C", "C", "O", "C", "C", "C", "C", "C", "C", "O", "C", "C", "O", "C", "C", "O", "C", "H", "H", "H", "H", "H", "H", "H", "H", "H", "H", "H", "H", "H", "H", "H", "H", "H", "H", "H", "H", "H", "H"],
  "xyz": [[6.00256, 1.73235, -2.44641], [5.47396, 0.44186, -2.64171], [4.37717, 0.08519, -1.92561], [3.73359, 0.89874, -1.01503], [2.61330, 0.41894, -0.33747], [1.97028, 1.28058, 0.61913], [2.30062, 2.50935, 0.90048], [1.45593, 2.94263, 1.84875], [0.64983, 1.96908, 2.11643], [-0.44534, 1.97523, 3.11604], [-1.66172, 1.59811, 2.47964], [-2.47123, 0.76508, 3.13820], [-2.25804, 0.33269, 4.23759], [-3.66864, 0.38229, 2.27024], [-4.05789, 1.51413, 1.36194], [-4.83806, 2.56442, 1.82276], [-5.12935, 3.64210, 1.00683], [-4.63373, 3.67979, -0.28652], [-3.86869, 2.63562, -0.76697], [-3.58215, 1.54989, 0.05387], [-2.84358, 0.54021, -0.49721], [-2.78017, -0.65019, 0.16221], [-2.29207, -1.74068, -0.55287], [-2.22055, -2.98410, 0.04422], [-2.63766, -3.15318, 1.35491], [-3.12225, -2.07076, 2.06579], [-3.20015, -0.81572, 1.48022], [0.91652, 0.87308, 1.37179], [2.14114, -0.86660, -0.57409], [2.78114, -1.69684, -1.48606], [2.35955, -2.97691, -1.74324], [1.19528, -3.44329, -1.10702], [3.91095, -1.22828, -2.17782], [4.65950, -1.89182, -3.09244], [4.31677, -3.18034, -3.54893], [6.86396, 1.79657, -3.10907], [5.27878, 2.50837, -2.71383], [6.32730, 1.88184, -1.41212], [4.06254, 1.90017, -0.80062], [-0.24083, 1.26951, 3.93287], [-0.54161, 2.98750, 3.51853], [-4.48378, 0.10295, 2.94553], [-5.21030, 2.53342, 2.83672], [-5.73414, 4.45355, 1.38112], [-4.84836, 4.52271, -0.92541], [-3.48018, 2.63886, -1.77310], [-1.98467, -1.58509, -1.57559], [-1.84606, -3.82762, -0.51606], [-2.58269, -4.12447, 1.82128], [-3.43664, -2.18678, 3.09219], [1.27225, -1.20587, -0.03499], [1.04198, -4.45019, -1.49330], [1.31532, -3.48884, -0.02000], [0.32854, -2.82257, -1.35030], [5.07338, -3.42135, -4.29560], [3.32905, -3.19638, -4.01424], [4.34935, -3.91889, -2.74565]],
  "mulliken_charge": [-0.935, -0.423, 0.502, -0.805, -1.017, 0.494, -0.292, -0.744, 0.880, -0.862, -0.034, 0.377, -0.655, 0.847, -0.336, -0.558, -0.832, -0.414, -0.776, 0.626, -0.461, 0.613, -0.876, -0.282, -0.977, -0.400, -0.412, -0.264, -0.928, 1.312, -0.487, -0.870, 0.917, -0.486, -0.792, 0.227, 0.371, 0.372, 0.664, 0.359, 0.288, 0.827, 0.463, 0.403, 0.397, 0.476, 0.526, 0.567, 0.412, 0.476, 0.730, 0.340, 0.370, 0.241, 0.288, 0.291, 0.260]
}